Record 1
Formula: C5H8O
Source: the Open Molecules 2025 dataset
Level of theory: ωB97M-V/def2-TZVPD

The total energy comes out at -270.550414 Eh.

Last columns: bonded neighbours and bond lengths (Å).
Positions of all 14 atoms, in Å:
1 O 2.1301 -0.9612 1.0394  C2 1.208
2 C 1.1132 -0.4676 0.6138  O1 1.208, C3 1.525, C6 1.528
3 C 1.0157 0.8790 -0.0947  C2 1.525, C4 1.537, H7 1.099, H8 1.094
4 C -0.3836 0.9239 -0.7286  C3 1.537, C5 1.555, H9 1.095, H10 1.085
5 C -1.1782 -0.3269 -0.2580  C4 1.555, C6 1.531, H11 1.098, H12 1.094
6 C -0.2772 -1.0923 0.7140  C2 1.528, C5 1.531, H13 1.096, H14 1.093
7 H 1.2155 1.6631 0.6484  C3 1.099
8 H 1.8176 0.9608 -0.8350  C3 1.094
9 H -0.8973 1.8806 -0.5850  C4 1.095
10 H -0.3021 0.7616 -1.7987  C4 1.085
11 H -1.3579 -0.9504 -1.1443  C5 1.098
12 H -2.1652 -0.0819 0.1455  C5 1.094
13 H -0.6036 -1.0058 1.7570  C6 1.096
14 H -0.2148 -2.1572 0.4758  C6 1.093

Record 2
Formula: C5H8O
Source: the Open Molecules 2025 dataset
Level of theory: ωB97M-V/def2-TZVPD

The total energy comes out at -270.445674 Eh.

Last columns: bonded neighbours and bond lengths (Å).
Positions of all 14 atoms, in Å:
1 C 0.9960 1.0827 0.1148  C2 1.336, H7 1.089, H8 1.085
2 C -0.2663 1.2149 -0.3020  C1 1.336, C3 1.497, H9 1.083
3 C -1.4138 0.5811 0.4219  C2 1.497, O4 1.456, H10 1.096, H11 1.097
4 O -1.1822 -0.8543 0.4957  C3 1.456, C5 1.362
5 C -0.2235 -1.2221 -0.3985  O4 1.362, C6 1.325, H12 1.093
6 C 0.9970 -1.5418 0.0076  C5 1.325, H13 1.080, H14 1.077
7 H 1.2663 0.8178 1.1355  C1 1.089
8 H 1.8343 1.3869 -0.5028  C1 1.085
9 H -0.4785 1.6794 -1.2571  C2 1.083
10 H -1.4975 0.9333 1.4564  C3 1.096
11 H -2.3667 0.7566 -0.0925  C3 1.097
12 H -0.5256 -1.2244 -1.4486  C5 1.093
13 H 1.1258 -1.7196 1.0656  C6 1.080
14 H 1.7347 -1.8906 -0.6960  C6 1.077